Entry 1:
The molecule C5H15N2 in a non-equilibrium geometry. Source: the OMol25 dataset; level of theory: ωB97M-V/def2-TZVPD.

```
22
Properties=species:S:1:pos:R:3:forces:R:3:mulliken_spin:R:1
C 2.070 -0.651 -1.394 0.2 1.7 0.1 0.20
C 0.752 0.168 -1.184 0.3 -2.9 2.3 0.64
C 0.769 0.752 0.354 1.4 1.8 -2.9 -0.14
C -0.568 1.576 0.686 3.8 -3.3 2.4 0.26
C -1.598 -0.502 1.764 1.5 -3.2 0.7 0.41
N -1.571 0.411 0.680 -2.1 2.9 -3.9 -0.40
N -0.331 -0.949 -1.265 0.1 2.8 3.5 2.36
H 2.944 0.048 -1.328 -0.4 -0.5 -1.2 -0.10
H 1.949 -1.389 -2.209 0.6 0.9 0.0 -0.26
H 2.300 -1.233 -0.515 -0.6 -0.5 0.5 -0.02
H 0.421 0.938 -1.890 0.6 -0.2 0.1 -0.22
H 1.788 1.397 0.268 -2.4 -1.0 0.8 -0.10
H 0.878 -0.010 1.110 0.5 -0.3 -0.3 0.10
H -0.315 1.870 1.769 -1.1 0.4 -1.6 0.03
H -0.451 2.339 -0.084 -1.8 0.1 0.2 -0.11
H -2.459 -1.320 1.871 1.9 1.7 -1.3 -0.16
H -0.505 -0.997 1.779 -2.8 0.5 0.4 -0.06
H -1.759 0.078 2.599 0.1 1.0 2.6 0.13
H -2.534 0.797 0.453 1.5 -0.8 0.4 0.02
H -1.023 -0.340 -0.413 -0.6 -1.2 -1.1 -0.25
H -0.045 -1.864 -0.895 0.4 -0.1 0.3 -0.62
H -0.712 -1.118 -2.154 -1.0 0.0 -2.1 -0.68
```
Positions in Å, forces in eV/Å.

Summary:
Total charge   0
Expectation value of S²   0.75
2S+1   2
Relative energy (zero: lowest compared OMol25 entry of this formula, charge and spin)   4.500 eV
LUMO level (alpha / beta)   0.859 / 0.643 eV
Maximum force   0.1083 hartree/bohr
M   103.189 g/mol

---

Entry 2:
The molecule C19H26N4O3. Source: the OMol25 dataset; level of theory: ωB97M-V/def2-TZVPD.

```
52
Properties=species:S:1:pos:R:3:forces:R:3:lowdin_charge:R:1
C 1.984 0.465 -2.300 0.0 0.0 0.0 -0.05
O 0.972 1.197 -1.633 0.0 0.0 0.0 -0.13
C 1.182 1.503 -0.262 0.0 0.0 0.0 -0.35
C -0.098 2.171 0.264 0.0 0.1 0.0 -0.45
O -0.136 2.565 1.420 0.0 0.0 0.0 0.06
N -1.120 2.236 -0.601 0.0 -0.1 0.0 0.10
C -2.453 2.683 -0.241 0.0 0.0 0.1 -0.13
C -3.544 1.625 -0.472 0.0 0.0 -0.1 -0.34
C -4.866 2.354 -0.717 0.0 0.0 0.0 -0.07
C -3.675 0.596 0.667 0.0 0.0 0.0 -0.40
C -2.347 -0.045 1.070 0.0 0.0 0.0 -0.07
C -4.670 -0.507 0.305 0.0 0.0 0.0 -0.08
C 2.410 2.391 -0.010 0.0 0.0 0.0 -0.05
C 3.566 1.448 0.344 0.0 0.0 0.0 -0.10
N 2.928 0.150 0.589 0.0 0.0 0.0 -0.02
C 3.655 -0.979 0.412 0.0 0.0 0.0 -0.43
O 4.835 -0.958 0.101 0.0 0.0 0.0 0.08
C 2.962 -2.297 0.611 0.0 0.0 0.0 -0.11
C 2.064 -2.545 1.643 0.0 0.0 0.0 -0.08
N 1.496 -3.729 1.861 0.0 0.0 0.0 0.09
C 1.802 -4.720 1.037 0.0 0.0 0.0 -0.08
C 2.702 -4.579 -0.019 0.0 0.0 0.0 -0.19
C 2.996 -5.700 -0.868 0.0 0.0 0.0 -0.18
N 3.221 -6.598 -1.548 0.0 0.0 0.0 0.16
C 3.306 -3.347 -0.225 0.0 0.0 0.0 0.06
C 1.471 0.259 0.590 0.0 0.0 0.0 -0.06
H 1.693 0.424 -3.347 0.0 0.0 0.0 0.10
H 2.959 0.953 -2.226 0.0 0.0 0.0 0.09
H 2.065 -0.558 -1.922 0.0 0.0 0.0 0.09
H -0.955 1.855 -1.519 0.0 0.0 0.0 0.14
H -2.419 2.984 0.807 0.0 0.0 0.0 0.13
H -2.691 3.574 -0.827 0.0 0.0 0.0 0.12
H -3.281 1.074 -1.387 0.0 0.0 0.0 0.14
H -5.160 2.919 0.171 0.0 0.0 0.0 0.09
H -4.772 3.060 -1.544 0.0 0.0 0.0 0.08
H -5.675 1.670 -0.961 0.0 0.0 0.0 0.07
H -4.063 1.137 1.539 0.0 0.0 0.0 0.14
H -1.858 -0.504 0.205 0.0 0.0 0.0 0.09
H -1.664 0.674 1.520 0.0 0.0 0.0 0.06
H -2.524 -0.833 1.804 0.0 0.0 0.0 0.08
H -4.343 -1.034 -0.596 0.0 0.0 0.0 0.09
H -4.733 -1.240 1.111 0.0 0.0 0.0 0.08
H -5.675 -0.129 0.128 0.0 0.0 0.0 0.07
H 2.621 3.003 -0.886 0.0 0.0 0.0 0.13
H 2.180 3.050 0.824 0.0 0.0 0.0 0.12
H 4.297 1.333 -0.457 0.0 0.0 0.0 0.11
H 4.109 1.776 1.230 0.0 0.0 0.0 0.13
H 1.802 -1.759 2.342 0.0 0.0 0.0 0.12
H 1.322 -5.675 1.216 0.0 0.0 0.0 0.12
H 4.037 -3.199 -1.009 0.0 0.0 0.0 0.14
H 1.085 0.429 1.596 0.0 0.0 0.0 0.13
H 0.997 -0.625 0.168 0.0 0.0 0.0 0.13
```
Positions in Å, forces in eV/Å.

Summary:
Total charge   0
Relative energy (zero: lowest compared OMol25 entry of this formula, charge and spin)   2.104 eV
Structure (SMILES)   CO[C@]1(C(=O)NC[C@H](C)C(C)C)CCN(C(=O)c2cncc(C#N)c2)C1
LUMO level   -0.098 eV
Maximum force   0.0024 hartree/bohr
M   358.442 g/mol

---

Entry 3:
A cluster of 4 separate species, C3H12O4 in total in a non-equilibrium geometry. Source: the OMol25 dataset; level of theory: ωB97M-V/def2-TZVPD.

```
19
Properties=species:S:1:pos:R:3:forces:R:3:lowdin_charge:R:1
C -0.085 0.533 3.319 0.9 -1.0 0.9 -0.14
C 0.083 0.704 1.878 -2.9 0.2 -5.0 -0.15
C -0.996 0.474 0.988 3.6 2.5 0.4 -0.12
O -0.936 1.026 -0.351 0.7 -0.7 2.7 -0.07
H -0.210 1.437 3.900 0.7 0.6 0.0 0.07
H -1.034 0.076 3.484 -0.7 -0.8 0.1 0.06
H 0.704 -0.125 3.755 -0.5 0.6 0.0 0.08
H 0.955 1.111 1.275 -0.8 -0.4 1.5 0.10
H -1.972 0.060 1.141 -0.3 -0.4 0.7 0.10
H -1.239 0.280 -0.853 -0.5 -0.5 -1.3 0.00
O -1.679 -1.256 -1.834 2.3 -1.8 -0.8 -0.09
H -0.757 -1.695 -1.977 -1.3 1.6 1.0 0.06
H -2.080 -1.688 -2.591 -1.0 0.3 -0.1 0.04
O 2.081 0.947 -1.024 -0.1 -0.1 0.0 -0.06
H 1.445 1.605 -1.352 0.2 -0.4 0.2 0.06
H 2.880 1.025 -1.549 0.0 0.3 -0.1 0.05
O 1.090 -1.791 -1.753 0.6 2.6 -0.4 -0.06
H 1.680 -1.126 -1.280 -1.3 -1.0 -0.6 0.07
H 1.170 -2.633 -1.371 0.5 -1.6 1.1 0.02
```
Positions in Å, forces in eV/Å.

Summary:
Total charge   0
Relative energy (zero: lowest compared OMol25 entry of this formula, charge and spin)   1.432 eV
Structure (SMILES)   C/C=C/O.O.O.O
LUMO level   0.545 eV
Maximum force   0.1127 hartree/bohr
M   112.125 g/mol

---

Entry 4:
The molecule C7H12O in a non-equilibrium geometry. Source: the OMol25 dataset; level of theory: ωB97M-V/def2-TZVPD.

```
20
Properties=species:S:1:pos:R:3:forces:R:3:lowdin_charge:R:1
C 0.386 1.359 -2.499 0.1 0.8 0.2 -0.47
O 0.528 2.198 -1.489 -0.1 -0.2 -0.3 -0.23
C 0.413 -0.152 -1.964 0.3 -0.1 0.5 -0.13
C -0.794 -0.218 -1.026 -0.5 -0.4 0.1 -0.23
C -0.587 -1.348 -0.164 1.2 0.0 0.1 0.00
C -0.257 -1.206 1.197 0.2 -0.2 0.1 -0.08
C 0.181 0.173 3.232 0.1 -0.2 0.6 -0.07
C 0.169 -0.056 1.774 -0.6 0.3 0.1 -0.06
H -0.561 1.448 -3.070 -0.2 0.0 0.0 0.10
H 1.214 1.384 -3.243 0.1 -0.2 0.1 0.11
H -0.517 -2.362 -0.550 -0.7 0.0 -0.1 0.13
H 0.433 -0.929 -2.735 0.1 0.2 0.0 0.11
H 1.310 -0.125 -1.340 0.1 -0.5 -0.2 0.11
H -1.727 -0.320 -1.584 0.0 0.1 -0.3 0.14
H -0.746 0.688 -0.432 -0.5 0.3 -0.3 0.09
H 0.067 -0.731 3.834 0.2 -0.1 -0.2 0.08
H -0.364 -2.089 1.817 0.0 0.0 0.1 0.12
H -0.669 0.788 3.549 0.0 0.2 -0.4 0.10
H 1.067 0.713 3.543 0.2 0.1 0.1 0.08
H 0.453 0.785 1.148 0.0 0.0 -0.1 0.12
```
Positions in Å, forces in eV/Å.

Summary:
Total charge   0
Relative energy (zero: lowest compared OMol25 entry of this formula, charge and spin)   4.775 eV
LUMO level   -2.202 eV
Maximum force   0.0228 hartree/bohr
M   112.172 g/mol

---

Entry 5:
A structure of composition C4H14O3 in a non-equilibrium geometry. Source: the OMol25 dataset; level of theory: ωB97M-V/def2-TZVPD.

```
21
Properties=species:S:1:pos:R:3:forces:R:3:mulliken_spin:R:1
C -2.049 -1.133 -1.125 0.2 0.5 -0.2 0.02
C -0.922 -1.486 -0.220 -0.1 -0.5 0.2 0.02
C 0.345 -1.690 -0.584 -0.3 0.0 -0.2 0.00
C 1.434 -2.187 0.248 0.5 0.7 0.5 0.01
H -2.687 -0.373 -0.635 0.0 -0.2 -0.3 0.01
H -1.612 -0.710 -2.033 -0.2 0.1 -0.1 0.00
H -2.684 -1.980 -1.437 0.1 0.2 0.3 0.01
H -1.167 -1.607 0.818 -0.2 -0.3 0.5 0.00
H 0.583 -1.377 -1.590 0.2 0.0 -0.5 0.00
H 1.742 -1.130 1.011 -0.2 -0.5 -0.5 0.01
H 1.118 -3.022 0.877 0.1 0.0 0.1 0.00
H 2.305 -2.469 -0.360 -0.1 0.0 0.2 0.00
H 1.724 0.088 2.515 0.0 0.1 -0.5 0.00
H -3.108 1.800 -0.896 -0.2 -0.2 -0.2 0.88
O 1.869 0.113 1.556 0.1 -0.1 0.4 0.01
H -1.938 2.518 -0.082 0.0 -1.3 0.1 0.04
H -1.799 3.912 -0.091 0.3 1.1 0.1 -0.02
O -1.343 3.166 0.296 -0.4 0.4 0.0 0.03
H 0.257 2.184 -0.177 0.1 0.0 0.1 0.00
H 1.304 1.119 0.231 0.1 0.0 0.3 0.00
O 1.054 1.748 -0.484 0.1 0.0 -0.4 0.00
```
Positions in Å, forces in eV/Å.

Summary:
Total charge   -1
Expectation value of S²   0.75
2S+1   2
Relative energy (zero: lowest compared OMol25 entry of this formula, charge and spin)   2.813 eV
LUMO level (alpha / beta)   3.595 / 0.844 eV
Maximum force   0.0251 hartree/bohr
M   110.153 g/mol

---

Entry 6:
A cluster of 3 separate species, N3O5S in total in a non-equilibrium geometry. Source: the OMol25 dataset; level of theory: ωB97M-V/def2-TZVPD.

```
9
Properties=species:S:1:pos:R:3:forces:R:3:lowdin_charge:R:1
N 2.756 0.457 -1.482 -0.4 0.6 -0.3 0.22
N -0.453 -0.685 0.511 -1.5 -0.1 -0.4 -0.47
N 3.028 0.336 -0.408 -0.2 -0.6 -2.0 -0.34
O 0.165 0.340 0.675 1.3 1.0 0.3 -0.13
O 0.090 -1.783 0.477 0.2 -0.2 0.0 -0.13
O 3.407 0.079 0.650 0.6 0.0 2.4 0.09
O -3.406 0.505 1.038 1.6 -1.4 -1.5 -0.53
O -2.841 0.859 -1.305 1.0 -2.0 1.9 -0.53
S -2.746 -0.108 -0.157 -2.6 2.8 -0.3 0.82
```
Positions in Å, forces in eV/Å.

Summary:
Total charge   -1
Relative energy (zero: lowest compared OMol25 entry of this formula, charge and spin)   0.369 eV
LUMO level (alpha / beta)   3.549 / 3.549 eV
Maximum force   0.0747 hartree/bohr
M   154.083 g/mol